[1]
66
Properties=species:S:1:pos:R:3:lowdin_charge:R:1 method="wB97M-V/def2-TZVPD" mol_weight_da=495.6 charge=0 gap_ev=9.09 lumo_ev=0.397
F -5.490 -2.226 5.617 -0.106
O -0.175 2.086 0.103 0.029
O 0.991 -0.461 -3.812 -0.223
O 3.126 -1.487 0.122 0.212
N 2.267 0.049 -1.027 0.018
N 0.062 -1.107 0.502 0.124
N 0.532 -0.585 1.431 -0.175
N -0.208 -0.425 2.537 0.221
N -1.092 -1.487 1.052 0.082
N 4.022 4.652 -0.013 0.100
N -0.548 0.912 -1.704 0.143
C -2.262 -1.210 4.383 0.011
C 0.396 1.418 -0.786 -0.472
C 4.285 3.470 0.151 -0.361
C 0.867 -1.112 -5.245 0.013
C 2.709 -0.603 -2.272 -0.108
C 2.478 -0.639 -0.035 -0.620
C -2.656 1.751 -2.904 0.015
C 1.214 -2.703 -4.950 -0.248
C 2.499 2.490 -0.664 -0.109
C -4.358 -2.190 4.587 -0.152
C -3.335 -2.295 2.519 -0.085
C 1.927 3.775 -0.977 0.005
C 2.679 4.828 -0.500 -0.040
C 1.660 -1.376 -2.938 -0.243
C -2.468 -0.719 -2.006 0.000
C -1.097 -1.238 2.214 -0.432
C 1.816 0.324 1.450 0.175
C 3.721 2.348 -0.005 -0.061
C -2.794 1.173 -0.499 -0.123
C 1.641 1.389 -1.420 -0.100
C -2.512 -1.544 3.038 -0.205
C -4.550 -2.556 3.291 0.017
C -2.161 1.024 -1.674 -0.490
C 2.011 -2.704 -3.999 -0.171
C -3.436 -1.307 5.166 0.012
H 5.395 3.301 0.855 0.175
H 2.333 -0.120 2.158 0.062
H -2.095 -0.940 -2.959 0.018
H -2.275 -1.373 -1.236 -0.012
H -2.539 2.360 -0.142 0.153
H 1.638 1.518 -2.423 0.126
H 3.428 -1.524 -1.857 0.193
H -2.355 0.358 0.547 0.195
H -3.479 1.653 -3.074 -0.067
H 3.082 -2.243 -4.425 0.204
H 0.822 3.920 -1.361 0.168
H -5.486 -2.999 3.018 0.113
H -3.806 1.127 -0.482 0.036
H -3.525 -1.192 6.164 0.079
H 3.332 0.053 -2.851 0.138
H -3.669 -0.789 -2.019 0.113
H -3.683 -2.379 1.314 0.196
H 4.243 1.130 -0.049 0.229
H -0.147 -0.858 -5.326 0.091
H 2.437 5.809 -0.422 0.068
H -1.336 -0.617 4.787 0.151
H -2.089 1.436 -3.761 0.089
H 1.418 -2.947 -5.989 0.141
H 1.736 -0.679 -5.821 0.132
H -2.264 2.792 -2.600 0.138
H -0.147 0.394 -2.582 0.128
H 1.727 1.179 1.320 -0.052
H 0.825 -1.821 -2.065 0.210
H 0.254 -2.947 -4.636 0.115
H 2.014 -3.387 -3.427 0.018

---

[2]
62
Properties=species:S:1:pos:R:3:lowdin_charge:R:1 method="wB97M-V/def2-TZVPD" mol_weight_da=601.4 charge=0 s_squared=1.03 gap_ev="5.96 / 6.87" lumo_ev="-0.090 / -0.181" multiplicity=2
I -2.047 0.146 -4.193 0.705
Fe 0.631 -0.348 -0.028 0.319
S 2.205 1.323 -0.735 0.642
N -1.693 -1.135 -1.225 0.030
N -0.555 -1.688 0.597 0.047
N 1.732 -1.193 1.544 0.057
N 0.430 1.317 1.095 -0.057
C -0.594 -0.322 -1.422 -0.332
C -0.296 -2.410 1.707 -0.169
C -0.278 1.725 2.151 -0.121
C -2.654 -6.002 1.997 -0.043
C -2.616 -2.862 0.294 0.066
C 2.945 -0.850 1.981 -0.086
C 1.000 3.726 2.288 -0.083
C 2.472 -3.848 5.872 -0.066
C -3.360 -4.638 1.963 -0.562
C 4.718 -3.545 4.851 -0.042
C -2.386 -3.586 1.447 -0.156
C 3.396 -2.843 5.185 -0.561
C 1.744 3.307 1.207 -0.090
C 1.528 -2.632 3.446 0.056
C -0.636 0.594 -2.592 -0.623
C -4.602 -4.760 1.080 -0.068
C 1.440 2.075 0.611 -0.748
C -1.671 -1.915 -0.114 -0.277
C 1.027 -2.082 2.274 -0.159
C -3.811 -4.258 3.381 -0.044
C 2.790 -2.285 3.904 -0.150
C -1.188 -3.350 2.159 0.033
C 3.504 -1.366 3.131 0.004
C -0.032 2.926 2.779 -0.085
C 3.659 -1.678 6.151 -0.040
H 0.328 0.635 -3.088 0.016
H 4.494 -1.041 3.419 0.114
H 3.464 -0.124 1.365 0.088
H -3.504 -3.012 -0.303 0.111
H -0.628 3.232 3.627 0.095
H -4.506 -5.006 3.765 0.086
H 0.914 -3.331 3.995 0.102
H -3.339 -6.768 2.366 0.086
H -4.345 -5.062 0.063 0.088
H -2.969 -4.197 4.071 0.077
H -4.315 -3.290 3.377 0.092
H 2.251 -4.699 5.224 0.089
H -1.063 1.055 2.484 0.113
H -5.157 -3.821 1.036 0.088
H -1.781 -5.988 2.649 0.077
H 2.552 3.901 0.806 0.102
H 1.531 -3.388 6.179 0.088
H 5.438 -2.862 4.400 0.079
H 2.960 -4.232 6.769 0.087
H -2.450 -1.196 -1.895 0.052
H -2.324 -6.288 0.997 0.093
H 5.164 -3.948 5.762 0.087
H 4.348 -0.950 5.721 0.080
H -5.266 -5.521 1.493 0.087
H 1.218 4.677 2.758 0.104
H 4.553 -4.371 4.157 0.093
H -0.900 1.604 -2.283 0.042
H 2.731 -1.160 6.396 0.093
H 4.099 -2.054 7.077 0.088
H -0.966 -3.923 3.048 0.105

---

[3]
68
Properties=species:S:1:pos:R:3:lowdin_charge:R:1 method="wB97M-V/def2-TZVPD" mol_weight_da=695.0 charge=+1 gap_ev="4.80 / 4.80" lumo_ev="-5.506 / -5.506"
Hf -0.984 -0.800 -1.269 1.671
O -1.861 2.504 0.733 0.075
O 1.945 -2.538 1.269 0.143
O 3.296 -2.412 -2.659 -0.193
O 1.569 2.058 5.660 0.083
O -0.663 -1.695 -3.058 -0.302
O 2.298 -0.018 5.716 0.087
O 0.725 -1.648 -0.342 -0.119
O -0.609 3.989 1.751 0.096
O -0.541 0.478 0.163 -0.227
N 1.724 0.934 5.140 -0.309
N 1.237 -1.609 0.903 -0.183
N -0.891 2.808 1.455 -0.274
C 1.212 0.786 3.793 -0.101
C -0.147 0.974 -2.911 -0.270
C 0.971 -0.484 1.731 -0.045
C -2.271 -2.691 -0.722 -0.175
C 1.287 0.712 -2.760 -0.159
C -2.803 -0.721 0.361 -0.120
C 2.845 -3.809 -2.396 -0.187
C 0.187 0.602 1.239 -0.186
C 4.119 -4.575 -1.958 -0.132
C -0.476 2.031 -1.973 -0.153
C -1.480 -2.435 -4.202 -0.443
C 1.801 1.615 -1.828 -0.106
C -3.261 -0.591 -1.001 -0.155
C 5.005 -3.411 -1.396 -0.138
C 0.008 1.771 1.993 -0.041
C -3.062 -1.873 -1.628 -0.184
C 4.106 -2.151 -1.476 -0.178
C -2.188 -1.999 0.516 -0.140
C -1.907 -3.813 -3.711 -0.002
C 0.505 -1.780 -4.101 -0.050
C 0.740 2.425 -1.345 -0.133
C 0.564 1.903 3.243 0.133
C 1.413 -0.395 3.060 0.136
C -0.277 -2.597 -5.105 -0.078
C -2.439 -1.435 -4.797 0.006
H -0.366 -2.091 -6.077 0.137
H 0.401 2.852 3.756 0.153
H -1.912 -0.490 -4.970 0.093
H 5.313 -3.580 -0.376 0.102
H 5.880 -3.229 -2.048 0.117
H 4.585 -1.174 -1.608 0.129
H -2.631 -3.848 -2.895 0.056
H -1.855 -3.704 -0.863 0.136
H 0.714 -0.791 -4.529 0.114
H -2.327 -4.401 -4.539 0.119
H -3.311 -1.241 -4.175 0.076
H -3.642 -2.220 -2.490 0.117
H -1.005 -4.308 -3.340 0.102
H 1.395 -2.221 -3.635 0.097
H 2.097 -3.843 -1.557 0.113
H -3.730 0.287 -1.452 0.139
H 3.442 -2.183 -0.582 0.089
H 2.337 -4.211 -3.273 0.107
H 4.556 -5.116 -2.795 0.108
H -0.706 0.818 -3.840 0.091
H -1.899 -2.459 1.465 0.139
H -3.050 -0.032 1.165 0.134
H 0.876 3.253 -0.660 0.097
H 0.075 -3.631 -5.222 0.131
H 2.858 1.676 -1.533 0.107
H 1.866 -1.297 3.481 0.148
H 1.914 -0.019 -3.290 0.081
H -1.477 2.447 -1.842 0.100
H 3.852 -5.256 -1.147 0.108
H -2.765 -1.791 -5.782 0.116

---

What are the ΔE to the lowest compared entry with this formula, charge and spin values for these records? In order: 624.3, 1.6, 59.4 kcal/mol.